(1)
Here is 2 unconnected molecules or ions with the total composition C6H12ClNSi at a distorted geometry from the Open Molecules 2025 dataset. Energies are from the ωB97M-V functional and the def2-TZVPD basis.

Calculated values
ΔE to the lowest compared entry with this formula, charge and spin: 437.43 kJ/mol
HOMO-LUMO gap: 8.077 eV
lowest unoccupied orbital energy: 0.33 eV

Each line ends with the natural charge from an NBO analysis.
Element x y z (Å)
1 C 0.960 0.927 -2.130  -0.31
2 C 1.601 0.586 -1.020  -0.67
3 Si 1.007 0.979 0.698  1.42
4 Cl 2.208 -0.054 1.988  -0.37
5 C -0.388 1.853 1.318  -0.89
6 C -1.417 2.736 0.680  -0.63
7 H 1.308 0.829 -3.211  0.21
8 H -0.105 1.422 -2.133  0.19
9 H 2.476 0.135 -1.093  0.22
10 H -0.198 2.032 2.286  0.21
11 H -1.451 2.702 -0.352  0.20
12 H -2.464 2.411 1.002  0.20
13 H -1.300 3.802 0.744  0.21
14 C 0.826 -3.297 0.372  -0.04
15 N 0.343 -2.258 -0.138  -0.40
16 C -1.061 -1.953 0.005  -0.45
17 H 0.229 -4.062 0.766  0.12
18 H 1.805 -3.573 0.499  0.17
19 H -1.744 -2.678 0.296  0.19
20 H -1.153 -0.997 0.488  0.23
21 H -1.481 -1.542 -1.066  0.19



(2)
Here is 2 unconnected molecules or ions with the total composition C19H20F5N3O4P at a distorted geometry from the Open Molecules 2025 dataset. Energies are from the ωB97M-V functional and the def2-TZVPD basis.

Calculated values
net charge: -3
HOMO-LUMO gap: 1.825 eV
lowest unoccupied orbital energy: 6.12 eV

Each line ends with the natural charge from an NBO analysis.
Element x y z (Å)
1 C 1.397 -0.151 3.302  -0.11
2 C 1.903 -0.410 2.241  -0.10
3 C 2.372 -1.119 1.020  -0.49
4 C 1.578 -0.715 -0.284  -0.14
5 C 2.130 -1.697 -1.334  0.39
6 N 2.485 -2.157 -2.335  -0.43
7 C 0.143 -1.297 0.018  -0.55
8 C -0.846 -1.362 -1.165  -0.41
9 C -2.115 -2.114 -0.657  -0.43
10 C -2.887 -1.317 0.424  -0.23
11 N -3.458 -0.030 -0.052  -0.32
12 C -3.768 0.392 -1.294  -0.07
13 C -4.323 1.686 -1.133  -0.35
14 C -4.292 1.997 0.274  -0.33
15 C -3.717 0.875 0.924  -0.05
16 C 1.668 0.802 -0.691  -0.19
17 C 0.406 1.436 -0.081  0.35
18 N -0.600 1.985 0.070  -0.34
19 C 2.843 1.636 -0.042  -0.41
20 C 2.407 3.054 0.506  -0.62
21 C 1.757 1.099 -2.219  0.66
22 F 0.833 0.417 -2.954  -0.31
23 F 2.959 0.718 -2.754  -0.32
24 C 1.598 2.584 -2.708  0.92
25 F 1.556 2.490 -4.091  -0.35
26 F 2.686 3.362 -2.512  -0.32
27 F 0.465 3.198 -2.405  -0.29
28 H 1.143 0.062 4.328  0.22
29 H 3.443 -0.850 0.858  0.17
30 H 2.343 -2.236 1.141  0.37
31 H -0.293 -0.914 0.963  0.29
32 H 0.372 -2.384 0.263  0.38
33 H -1.105 -0.337 -1.519  0.17
34 H -0.448 -1.930 -2.035  0.20
35 H -1.749 -3.044 -0.162  0.28
36 H -2.764 -2.458 -1.496  0.17
37 H -2.284 -1.191 1.348  0.29
38 H -3.764 -1.947 0.702  0.18
39 H -3.627 -0.183 -2.208  0.21
40 H -4.721 2.346 -1.912  0.19
41 H -4.638 2.890 0.802  0.19
42 H -3.543 0.777 1.995  0.23
43 H 3.347 1.173 0.817  0.27
44 H 3.657 1.872 -0.761  0.21
45 H 3.375 3.584 0.683  0.19
46 H 1.866 3.666 -0.231  0.20
47 H 1.925 2.988 1.495  0.24
48 O 0.695 -3.625 1.438  -1.33
49 P 0.458 -3.458 2.988  2.51
50 O 1.841 -3.335 3.696  -1.34
51 O -0.328 -4.685 3.527  -1.32
52 O -0.380 -2.142 3.211  -1.35



(3)
Here is a single C3H4N2 molecule at a distorted geometry from the Open Molecules 2025 dataset. Energies are from the ωB97M-V functional and the def2-TZVPD basis.

Calculated values
ΔE to the lowest compared entry with this formula, charge and spin: 263.50 kJ/mol
HOMO-LUMO gap: 9.912 eV
lowest unoccupied orbital energy: 0.67 eV

Each line ends with the natural charge from an NBO analysis.
Element x y z (Å)
1 H 0.406 1.737 -1.231  0.32
2 N 0.202 1.804 -0.289  -0.64
3 C -0.028 0.543 -0.007  0.34
4 N -0.368 0.398 1.366  -0.82
5 C -0.179 -0.598 -0.871  -0.11
6 C -0.010 -1.697 -1.279  -0.15
7 H -0.309 -0.578 1.695  0.38
8 H -0.056 1.140 2.071  0.41
9 H 0.342 -2.750 -1.454  0.26



(4)
Here is a single C10H19N3O4 molecule at a distorted geometry from the Open Molecules 2025 dataset. Energies are from the ωB97M-V functional and the def2-TZVPD basis.

Calculated values
ΔE to the lowest compared entry with this formula, charge and spin: 667.00 kJ/mol
HOMO-LUMO gap: 9.679 eV
lowest unoccupied orbital energy: 0.35 eV

Each line ends with the natural charge from an NBO analysis.
Element x y z (Å)
1 C -2.872 2.700 1.321  -0.63
2 C -1.569 1.965 1.827  -0.22
3 C -0.763 2.648 3.085  -0.62
4 C -0.527 1.434 0.878  -0.38
5 C -1.263 0.302 0.078  -0.16
6 N -0.645 -1.023 0.181  -0.64
7 C 0.634 -0.994 -0.382  0.71
8 O 1.001 0.114 -1.024  -0.68
9 C 1.485 -2.371 -0.381  -0.14
10 N 0.705 -3.541 0.321  -0.82
11 C 1.498 -2.661 -1.807  -0.55
12 C 2.790 -2.302 -2.525  0.68
13 N 3.377 -1.104 -2.055  -0.88
14 O 3.392 -3.179 -3.132  -0.59
15 C -1.179 0.684 -1.417  0.82
16 O -0.832 0.096 -2.373  -0.59
17 O -1.373 1.994 -1.663  -0.75
18 H -2.596 3.887 1.212  0.22
19 H -3.116 2.343 0.335  0.23
20 H -3.666 2.571 2.213  0.22
21 H -1.785 1.096 2.320  0.17
22 H -0.210 1.883 3.680  0.22
23 H -1.676 3.287 3.472  0.22
24 H 0.066 3.320 2.701  0.20
25 H 0.174 0.786 1.383  0.21
26 H -0.026 2.218 0.175  0.25
27 H -2.292 0.273 0.517  0.24
28 H -1.264 -1.758 0.699  0.46
29 H 2.463 -2.059 0.081  0.24
30 H 1.531 -4.468 0.302  0.36
31 H 1.059 -3.487 1.369  0.35
32 H 1.598 -3.852 -1.842  0.25
33 H 0.650 -2.226 -2.364  0.27
34 H 3.866 -0.501 -2.870  0.39
35 H 2.483 -0.475 -1.788  0.42
36 H -1.117 2.399 -2.527  0.52



(5)
Here is a single C23H26N4O7S molecule from the Open Molecules 2025 dataset. Energies are from the ωB97M-V functional and the def2-TZVPD basis.

Calculated values
ΔE to the lowest compared entry with this formula, charge and spin: 105.65 kJ/mol
HOMO-LUMO gap: 8.819 eV
lowest unoccupied orbital energy: 0.25 eV

Each line ends with the natural charge from an NBO analysis.
Element x y z (Å)
1 C 8.253 1.739 -0.249  -0.62
2 C 6.821 1.428 -0.654  -0.06
3 O 6.266 0.590 0.342  -0.50
4 C 4.988 0.160 0.208  0.33
5 C 4.141 0.479 -0.848  -0.33
6 C 2.851 -0.025 -0.880  -0.13
7 C 2.392 -0.851 0.131  0.06
8 N 1.059 -1.357 0.067  -0.69
9 C 0.937 -2.804 -0.032  -0.30
10 C -0.425 -3.227 -0.587  0.68
11 O -0.976 -4.243 -0.226  -0.63
12 N -0.875 -2.422 -1.564  -0.64
13 C -2.232 -2.519 -2.069  -0.24
14 C -3.122 -1.556 -1.328  -0.06
15 C -3.494 -0.338 -1.882  -0.19
16 C -4.230 0.574 -1.151  -0.28
17 C -4.595 0.286 0.163  0.28
18 O -5.259 1.281 0.830  -0.51
19 C -5.858 0.969 2.066  -0.25
20 C -4.249 -0.942 0.714  -0.27
21 C -3.516 -1.849 -0.030  -0.17
22 S 0.002 -0.624 1.122  2.34
23 O -1.001 -1.564 1.523  -0.94
24 O 0.725 0.064 2.157  -0.94
25 C -0.856 0.701 0.229  -0.54
26 C -1.695 1.472 0.972  0.38
27 C -1.955 1.224 2.412  -0.70
28 N -2.328 2.533 0.404  -0.59
29 C -2.170 2.924 -0.914  0.80
30 O -2.724 3.883 -1.379  -0.60
31 N -1.314 2.117 -1.620  -0.63
32 C -0.674 0.967 -1.173  0.69
33 O -0.038 0.302 -1.968  -0.64
34 C 3.233 -1.169 1.193  -0.17
35 C 4.516 -0.670 1.230  -0.25
36 H 8.823 0.817 -0.168  0.21
37 H 8.717 2.382 -0.991  0.21
38 H 8.266 2.238 0.716  0.21
39 H 6.239 2.357 -0.733  0.17
40 H 6.804 0.919 -1.627  0.17
41 H 4.471 1.117 -1.652  0.22
42 H 2.194 0.216 -1.700  0.24
43 H 1.715 -3.154 -0.716  0.24
44 H 1.066 -3.302 0.936  0.22
45 H -0.375 -1.559 -1.747  0.43
46 H -2.224 -2.302 -3.139  0.20
47 H -2.558 -3.549 -1.901  0.24
48 H -3.214 -0.102 -2.899  0.21
49 H -4.532 1.519 -1.576  0.23
50 H -6.553 0.129 1.973  0.18
51 H -6.411 1.861 2.359  0.20
52 H -5.113 0.736 2.834  0.17
53 H -4.534 -1.202 1.720  0.22
54 H -3.229 -2.789 0.411  0.24
55 H -1.040 1.401 2.976  0.28
56 H -2.751 1.863 2.787  0.22
57 H -2.204 0.174 2.555  0.28
58 H -3.014 3.056 0.935  0.44
59 H -1.194 2.343 -2.602  0.44
60 H 2.872 -1.799 1.991  0.22
61 H 5.181 -0.905 2.045  0.23



(6)
Here is a single C3H7IO2 molecule at a distorted geometry from the Open Molecules 2025 dataset. Energies are from the ωB97M-V functional and the def2-TZVPD basis.

Calculated values
ΔE to the lowest compared entry with this formula, charge and spin: 662.39 kJ/mol
HOMO-LUMO gap (alpha / beta): 6.877 / 7.639 eV
lowest unoccupied orbital energy (alpha / beta): -1.09 / -0.64 eV

Each line ends with the natural charge from an NBO analysis.
Element x y z (Å)
1 C 0.965 -1.517 -0.486  -0.71
2 C 1.472 0.258 1.226  -0.69
3 C 0.422 -0.503 0.459  -0.13
4 O -3.166 2.458 -0.873  -0.50
5 O -2.743 1.134 -1.277  -0.60
6 I -1.530 -0.021 0.184  0.78
7 H 0.264 -1.963 -1.152  0.23
8 H 1.678 -1.113 -1.196  0.22
9 H 1.492 -2.231 0.119  0.24
10 H 1.578 -0.285 2.246  0.24
11 H 1.273 1.314 1.329  0.25
12 H 2.334 0.087 0.712  0.21
13 H -4.038 2.382 -1.291  0.46



What E_tot values result from the calculations? In sequence: -1040.13150, -2041.67042, -226.12482, -857.50251, -2035.99630, -566.44005 a.u..